1.
Formula: C3H3N5
Source: the Open Molecules 2025 dataset
Level of theory: ωB97M-V with the def2-TZVPD basis set

```
! RIJCOSX wB97M-V def2-TZVPD def2/J DEFGRID3
* xyz 0 1
H 2.192 -0.968 1.232
N 2.011 -0.100 0.853
C 1.092 -0.096 -0.054
C 0.504 1.156 -0.750
N -0.614 1.468 -0.300
N -1.212 0.700 0.843
N -1.454 -0.518 0.566
C -0.849 -1.260 -0.413
N 0.406 -1.203 -0.754
H 0.901 1.742 -1.680
H -1.536 -2.008 -0.704
*
```

Calculated values
* energy: -10605.4391 eV
* LUMO energy: -0.0401 Ha
* highest occupied orbital energy: -0.3584 Ha
* orbital gap: 8.6607 eV
* SMILES string: [H]/N=c1/cnnncn1

---

2.
Formula: C3H3NO
Source: the Open Molecules 2025 dataset
Level of theory: ωB97M-V with the def2-TZVPD basis set

```
! RIJCOSX wB97M-V def2-TZVPD def2/J DEFGRID3
* xyz 0 1
N -2.145 -0.858 0.928
C -1.340 -0.293 0.323
C -0.111 0.470 0.161
C 0.954 -0.267 -0.623
O 1.772 0.305 -1.292
H -0.280 1.482 -0.206
H 0.220 0.533 1.207
H 0.929 -1.371 -0.497
*
```

Calculated values
* energy: -6695.9789 eV
* LUMO energy: 0.0162 Ha
* highest occupied orbital energy: -0.3970 Ha
* orbital gap: 11.2431 eV
* SMILES string: N#CCC=O

---

3.
Formula: C3H3NO
Source: the Open Molecules 2025 dataset
Level of theory: ωB97M-V with the def2-TZVPD basis set

```
! RIJCOSX wB97M-V def2-TZVPD def2/J DEFGRID3
* xyz 0 1
N 1.010 1.282 -0.990
C 1.182 0.143 -1.286
O 1.595 -0.871 -1.649
H 0.170 1.614 -0.418
C -0.805 0.068 1.108
C -1.026 -1.123 1.064
H -1.082 1.051 1.009
H -1.044 -2.164 1.161
*
```

Calculated values
* energy: -6694.4444 eV
* LUMO energy: 0.0327 Ha
* highest occupied orbital energy: -0.3996 Ha
* orbital gap: 11.7649 eV
* SMILES string: N=C=O.C#C

---

4.
Formula: C3H3NO
Source: the Open Molecules 2025 dataset
Level of theory: ωB97M-V with the def2-TZVPD basis set

```
! RIJCOSX wB97M-V def2-TZVPD def2/J DEFGRID3
* xyz 0 1
C -1.461 0.488 0.264
C -1.117 -0.581 -0.463
O -0.991 -1.500 -1.231
H -2.118 0.079 1.071
H -0.893 1.407 0.265
C 2.098 -0.053 -0.017
N 1.720 0.988 -0.306
H 2.763 -0.827 0.416
*
```

Calculated values
* energy: -6694.8245 eV
* LUMO energy: 0.0336 Ha
* highest occupied orbital energy: -0.3400 Ha
* orbital gap: 10.1675 eV
* SMILES string: C=C=O.C#N

---

5.
Formula: C3H3NO
Source: the Open Molecules 2025 dataset
Level of theory: ωB97M-V with the def2-TZVPD basis set

```
! RIJCOSX wB97M-V def2-TZVPD def2/J DEFGRID3
* xyz 0 1
C 0.977 0.051 0.004
C -0.393 -0.292 0.044
O -0.759 -1.746 0.097
C -1.488 0.681 0.052
N -2.510 1.210 -0.058
H 1.425 -0.887 -0.383
H 1.363 0.173 1.012
H 1.384 0.810 -0.766
*
```

Calculated values
* energy: -6693.7733 eV
* LUMO energy (spin up / spin down): -0.0648 / -0.0648 Ha
* highest occupied orbital energy (spin up / spin down): -0.4048 / -0.4049 Ha
* orbital gap (spin up / spin down): 9.2532 / 9.2541 eV
* SMILES string: CC(=O)C#N

---

6.
Formula: C3H3NO
Source: the Open Molecules 2025 dataset
Level of theory: ωB97M-V with the def2-TZVPD basis set

```
! RIJCOSX wB97M-V def2-TZVPD def2/J DEFGRID3
* xyz 0 1
N 2.346 0.575 -0.362
C 1.346 0.059 -0.090
C 0.040 -0.609 0.060
C -0.960 0.560 0.086
O -2.132 0.469 -0.153
H -0.067 -1.295 -0.789
H -0.122 -1.295 0.914
H -0.452 1.537 0.334
*
```

Calculated values
* energy: -6696.0216 eV
* LUMO energy: 0.0141 Ha
* highest occupied orbital energy: -0.3979 Ha
* orbital gap: 11.2113 eV
* SMILES string: N#CCC=O

---

7.
Formula: C3H3NO
Source: the Open Molecules 2025 dataset
Level of theory: ωB97M-V with the def2-TZVPD basis set

```
! RIJCOSX wB97M-V def2-TZVPD def2/J DEFGRID3
* xyz 0 1
N 0.094 -2.031 -1.001
C -0.340 -1.258 -0.258
C -0.542 -0.013 0.472
C 0.648 0.889 -0.190
O 0.748 2.083 -0.203
H -1.568 0.352 0.304
H -0.410 -0.202 1.553
H 1.369 0.180 -0.677
*
```

Calculated values
* energy: -6695.8628 eV
* LUMO energy: 0.0175 Ha
* highest occupied orbital energy: -0.3973 Ha
* orbital gap: 11.2853 eV
* SMILES string: N#CCC=O

---

8.
Formula: C3H3NO
Source: the Open Molecules 2025 dataset
Level of theory: ωB97M-V with the def2-TZVPD basis set

```
! RIJCOSX wB97M-V def2-TZVPD def2/J DEFGRID3
* xyz 0 1
N 2.138 -0.389 0.110
C 1.116 0.411 0.092
C -0.336 0.685 -0.209
C -1.337 0.017 0.564
O -1.019 -0.636 -0.575
H -0.242 1.396 -1.043
H -2.324 0.351 0.778
H -0.910 -0.614 1.410
*
```

Calculated values
* energy: -6693.1010 eV
* LUMO energy: 0.0027 Ha
* highest occupied orbital energy: -0.4031 Ha
* orbital gap: 11.0432 eV
* SMILES string: N#C[C@@H]1CO1

---

Computed ΔE to the lowest compared entry with this formula, charge and spin (kcal/mol) in order:
79.1; 11.8; 47.2; 38.5; 62.7; 10.8; 14.5; 78.2
Computed strongest force on any atom (eV/Å) in order:
4.8; 1.7; 4.5; 4.1; 10.0; 1.4; 1.3; 11.5